13
Properties=species:S:1:pos:R:3:forces:R:3:mulliken_charge:R:1 method="wB97M-V/def2-TZVPD" charge=-1 gap_ev=8.7 multiplicity=1 mol_weight_g_mol=138.04 relative_energy_ev=1.517
C 0.512 0.305 0.137 -1.3 0.0 0.1 0.48
N 1.507 -0.466 0.221 0.6 0.7 -0.4 -0.51
N 0.683 1.687 0.274 -1.5 1.3 1.7 -0.54
N 1.253 -1.800 0.233 0.4 -0.8 2.0 -0.47
O -1.781 1.266 -0.778 -1.9 -0.9 4.0 -0.51
O -1.534 -1.299 -0.961 0.7 -0.1 -0.8 -0.75
O -1.840 -0.251 1.311 -0.3 0.6 1.1 -0.72
P -1.287 -0.156 -0.046 -0.6 0.2 -0.2 0.77
H 1.633 1.888 0.506 0.8 0.1 0.3 0.29
H 0.050 2.057 1.081 1.4 -0.9 -2.1 0.25
H -1.332 1.234 -1.555 1.9 0.3 -4.0 0.26
H 1.751 -2.321 -0.394 2.9 -0.9 -1.7 0.20
H 0.385 -2.143 -0.030 -3.2 0.4 -0.1 0.24